# 1
A cluster of 2 separate species, C2H10N4S in total at a distorted geometry. Source: OMol25; level of theory: the ωB97M-V functional and the def2-TZVPD basis.

The energy above the lowest of the compared OMol25 structures with the same formula, charge and spin is 28.6 kcal/mol. Its spin multiplicity is 1. The value obtained for the HOMO energy is -18.128 eV. Its net charge is +2. Its frontier orbital gap is 0.340 Eh. For the largest force on an atom, the calculation gives 1.8 eV/A.

```
17
C2H10N4S, DFT the ωB97M-V functional and the def2-TZVPD basis
C -0.88544 1.13691 0.26253
C 1.30248 -2.01099 -1.40605
N -1.71733 2.06526 -0.03358
N 0.88972 -1.56955 0.86441
N -1.49124 3.35811 -0.11510
N 1.36039 -2.33915 -0.02008
S 1.01757 -1.89552 2.43685
H 0.13985 1.38436 0.49451
H -1.21920 0.11373 0.27697
H 2.29290 -1.70297 -1.76282
H 1.01715 -2.88996 -1.98663
H 0.59273 -1.20326 -1.57375
H -2.69094 1.80974 -0.25178
H -2.25437 3.99090 -0.31795
H -0.57198 3.73373 0.08760
H 1.84278 -3.21342 0.22898
H 0.37493 -0.76791 2.81590
```

The Löwdin scheme yields these atomic charges, measured in e:
1. C 0.1189
2. C -0.0001
3. N -0.0399
4. N -0.3687
5. N 0.1524
6. N -0.0842
7. S 1.0287
8. H 0.1120
9. H 0.0942
10. H 0.1233
11. H 0.1199
12. H 0.0959
13. H 0.2165
14. H 0.1601
15. H 0.1568
16. H 0.1865
17. H -0.0723

# 2
A structure of composition C50H40CrN9P2 at a distorted geometry. Source: OMol25; level of theory: the ωB97M-V functional and the def2-TZVPD basis.

The energy above the lowest of the compared OMol25 structures with the same formula, charge and spin is 0.0 kcal/mol. Its spin multiplicity is 5. The value obtained for the HOMO energy (alpha / beta) is -10.275 / -10.506 eV. Its net charge is +1. Its frontier orbital gap (alpha / beta) is 0.275 / 0.279 Eh. For the largest force on an atom, the calculation gives 1.1 eV/A.

```
102
C50H40CrN9P2, DFT the ωB97M-V functional and the def2-TZVPD basis
Cr 0.23383 -0.57659 -0.21071
N 2.31445 1.75705 0.22869
P 0.63524 1.83348 0.39306
C 0.03620 3.07469 -0.79821
C 0.80056 4.20081 -1.09663
C 0.33533 5.13824 -2.00501
C -0.90148 4.96085 -2.61571
C -1.67599 3.85034 -2.31112
C -1.20536 2.90742 -1.40523
C 0.44986 2.75928 1.95855
C -0.61747 3.63906 2.14194
C -0.77359 4.30588 3.34795
C 0.13456 4.10304 4.38093
C 1.19506 3.22477 4.20724
C 1.34861 2.54754 3.00282
P 3.06995 0.24729 -0.10016
C 4.72631 0.62392 0.55125
C 5.24866 -0.16098 1.57622
C 6.49653 0.13110 2.11528
C 7.21902 1.21180 1.63269
C 6.70377 1.99579 0.60495
C 5.46483 1.70070 0.06010
C 3.39004 0.27081 -1.90320
C 2.88781 1.24592 -2.75603
C 3.09059 1.14541 -4.12813
C 3.78163 0.06710 -4.65905
C 4.29293 -0.90937 -3.81254
C 4.09564 -0.80695 -2.44393
H 2.89309 2.52735 0.53409
H 1.76590 4.34893 -0.62414
H 0.93209 6.01308 -2.23314
H -1.26367 5.68944 -3.33132
H -2.63883 3.70911 -2.78850
H -1.79677 2.02726 -1.18456
H -1.32210 3.81496 1.33719
H -1.60194 4.99222 3.47846
H 0.01707 4.63388 5.31788
H 1.90696 3.06540 5.00891
H 2.17215 1.85201 2.88224
H 4.67661 -1.00120 1.95470
H 6.90041 -0.48042 2.91233
H 8.19023 1.44400 2.05154
H 7.27694 2.83052 0.22122
H 5.08059 2.29172 -0.76631
H 2.33066 2.08569 -2.35850
H 2.69954 1.91864 -4.78075
H 3.92448 -0.01415 -5.72979
H 4.84928 -1.74553 -4.21723
H 4.52034 -1.56077 -1.78319
N -2.51466 -5.61941 -3.02026
C -1.59674 -5.07162 -2.59775
C -0.43619 -4.40345 -2.06505
C 0.82759 -4.97868 -2.16081
C 1.89478 -4.30115 -1.60398
C 1.66743 -3.08912 -0.98029
N 0.45850 -2.52106 -0.91112
C -0.57095 -3.17310 -1.44881
H 0.95700 -5.92899 -2.66187
H 2.89718 -4.70492 -1.64930
H 2.47520 -2.54581 -0.51015
H -1.53600 -2.68627 -1.40658
C -1.93185 0.37020 2.64269
C -1.18138 -0.91198 2.67989
N -0.33002 -1.35425 1.76336
C 0.10951 -2.59864 2.19299
C -0.47188 -2.89663 3.37170
N -1.29234 -1.82695 3.67304
C -2.09438 -1.74739 4.89411
N -3.49990 -1.89607 4.68596
N -4.30320 -0.79780 4.57457
N -5.50436 -1.18273 4.39686
C -5.53060 -2.56935 4.37633
C -6.60000 -3.45377 4.21981
C -6.31217 -4.79871 4.25582
C -4.99405 -5.26464 4.44347
C -3.93108 -4.40198 4.59603
C -4.23677 -3.03879 4.55846
H -1.92595 0.75678 1.62984
H -1.47666 1.11397 3.30120
H -2.96370 0.24078 2.96139
H 0.81741 -3.18475 1.63506
H -0.38626 -3.75983 4.01256
H -1.92149 -0.80193 5.39863
H -1.75759 -2.56063 5.52917
H -7.60663 -3.08242 4.07628
H -7.11000 -5.52097 4.13881
H -4.81583 -6.33245 4.47140
H -2.92127 -4.77161 4.73432
N -4.75351 2.08265 -8.33074
C -4.08931 1.71005 -7.46908
C -3.26015 1.25769 -6.37833
C -3.82359 0.53564 -5.32848
C -3.03660 0.14149 -4.26208
C -1.67710 0.46367 -4.22334
C -1.11940 1.17253 -5.29015
C -1.90239 1.56734 -6.35882
C -0.87631 0.11441 -3.08565
C -0.22032 -0.08370 -2.07818
H -4.87542 0.28716 -5.35590
H -3.47374 -0.41537 -3.44420
H -0.06463 1.41677 -5.26518
H -1.46880 2.11523 -7.18475
```

Atomic partial charges in e from the Löwdin method, atoms 1 to 99:
1. Cr 0.4447
2. N -0.3884
3. P 0.9225
4. C -0.3753
5. C -0.0938
6. C -0.0680
7. C -0.0650
8. C -0.0614
9. C -0.1100
10. C -0.3531
11. C -0.0921
12. C -0.0654
13. C -0.0709
14. C -0.0737
15. C -0.0966
16. P 0.9586
17. C -0.3749
18. C -0.1038
19. C -0.0759
20. C -0.0694
21. C -0.0663
22. C -0.0887
23. C -0.3813
24. C -0.0942
25. C -0.0719
26. C -0.0730
27. C -0.0758
28. C -0.1122
29. H 0.0680
30. H 0.1058
31. H 0.1091
32. H 0.1104
33. H 0.1122
34. H 0.0949
35. H 0.1084
36. H 0.1123
37. H 0.1099
38. H 0.1085
39. H 0.0979
40. H 0.0949
41. H 0.1077
42. H 0.1101
43. H 0.1105
44. H 0.1107
45. H 0.0856
46. H 0.1064
47. H 0.1081
48. H 0.1063
49. H 0.1029
50. N 0.1870
51. C -0.1592
52. C -0.1774
53. C 0.0237
54. C -0.0108
55. C -0.1163
56. N -0.0514
57. C -0.0552
58. H 0.1353
59. H 0.1221
60. H 0.0786
61. H 0.1352
62. C 0.0187
63. C -0.3065
64. N 0.0136
65. C -0.1118
66. C -0.0374
67. N 0.0038
68. C -0.0534
69. N -0.0607
70. N 0.0489
71. N 0.0880
72. C -0.2214
73. C -0.0014
74. C -0.0712
75. C -0.0693
76. C -0.0130
77. C -0.1711
78. H 0.0638
79. H 0.0907
80. H 0.0674
81. H 0.0985
82. H 0.1256
83. H 0.1464
84. H 0.1401
85. H 0.1202
86. H 0.1088
87. H 0.1097
88. H 0.1029
89. N 0.1629
90. C -0.1777
91. C -0.2286
92. C -0.0199
93. C -0.0217
94. C -0.2476
95. C -0.0176
96. C -0.0184
97. C -0.1152
98. C -0.1341
99. H 0.1225

# 3
An isolated molecule of C4H8O2 at a distorted geometry. Source: OMol25; level of theory: the ωB97M-V functional and the def2-TZVPD basis.

The energy above the lowest of the compared OMol25 structures with the same formula, charge and spin is 75.2 kcal/mol. Its spin multiplicity is 1. The value obtained for the HOMO energy is -9.548 eV. The SMILES is OCC[C@H]1CO1. Its frontier orbital gap is 0.390 Eh. For the largest force on an atom, the calculation gives 3.0 eV/A.

```
14
C4H8O2, DFT the ωB97M-V functional and the def2-TZVPD basis
O 1.88456 0.97779 -0.51874
C 1.65142 -0.19985 0.20342
C 0.18789 -0.99830 -0.01245
C -0.71020 0.06312 -0.50954
C -1.92305 0.46509 0.18148
O -0.71391 1.19055 0.37031
H 1.30770 1.65457 -0.12758
H 2.01723 -1.07938 -0.24877
H 1.74867 0.00125 1.27445
H 0.14758 -1.88140 -0.70150
H -0.08798 -1.39593 0.97093
H -0.56873 0.32052 -1.56116
H -2.24805 -0.12513 1.03819
H -2.69312 1.00709 -0.35903
```

The Löwdin scheme yields these atomic charges, measured in e:
1. O -0.0588
2. C -0.2105
3. C -0.1089
4. C -0.3416
5. C -0.1058
6. O -0.0699
7. H 0.0856
8. H 0.0819
9. H 0.1188
10. H 0.1215
11. H 0.1102
12. H 0.1506
13. H 0.1164
14. H 0.1106

# 4
A structure of composition C33H30BrN8O2Ti. Source: OMol25; level of theory: the ωB97M-V functional and the def2-TZVPD basis.

The energy above the lowest of the compared OMol25 structures with the same formula, charge and spin is 9.1 kcal/mol. Its spin multiplicity is 2. The value obtained for the HOMO energy (alpha / beta) is -12.766 / -13.076 eV. Its net charge is +2. Its frontier orbital gap (alpha / beta) is 0.254 / 0.263 Eh. For the largest force on an atom, the calculation gives 0.5 eV/A.

```
75
C33H30BrN8O2Ti, DFT the ωB97M-V functional and the def2-TZVPD basis
Ti 0.55177 0.33914 -0.20623
Br -0.96779 1.86340 -7.39375
C -0.11648 1.30062 -5.80569
C 0.43713 0.03172 -5.73632
C 1.05031 -0.38121 -4.56499
C 1.11192 0.47202 -3.46739
C 0.53616 1.73721 -3.54580
C -0.06805 2.15957 -4.71548
N 1.68476 0.06940 -2.22876
C 2.70496 -0.68084 -2.18132
C 3.17166 -1.18551 -0.88677
C 4.29728 -1.97730 -0.77005
C 4.66347 -2.43807 0.48958
C 3.89339 -2.09160 1.58164
C 2.77004 -1.29415 1.38273
N 2.41695 -0.85270 0.17861
H 0.38054 -0.63073 -6.58885
H 1.44873 -1.38636 -4.49338
H 0.57583 2.38735 -2.68022
H -0.50431 3.14600 -4.78933
H 3.24354 -0.98230 -3.08103
H 4.87511 -2.23581 -1.64786
H 5.53777 -3.06381 0.60976
H 4.14184 -2.43180 2.57676
H 2.12954 -1.00995 2.20807
N -2.45082 -1.56552 -2.60288
C -1.62876 -2.65857 -2.73697
C -0.52232 -2.38089 -1.99441
N -0.66478 -1.15024 -1.40822
C -1.83084 -0.67914 -1.80094
C -2.22508 0.64863 -1.37331
N -1.33697 1.40566 -0.75070
C -1.99098 2.55918 -0.38700
C -3.28219 2.49100 -0.81536
N -3.41393 1.27085 -1.43589
H -3.34434 -1.45713 -3.05421
H -1.90553 -3.51686 -3.32248
H 0.34276 -2.99964 -1.82491
H -1.49732 3.33067 0.17318
H -4.10092 3.18257 -0.72890
H -4.26912 0.91003 -1.82626
N -0.14341 -0.13213 1.45800
C -0.90431 -0.62069 2.35000
C -0.78139 -0.22022 3.77216
C -0.18423 1.00483 4.08227
C -0.04952 1.39604 5.40207
C -0.49520 0.56389 6.42419
C -1.08486 -0.65488 6.12145
C -1.23791 -1.04417 4.80001
C -1.98918 -1.57670 1.97159
C -1.68681 -2.72252 1.24433
C -2.69536 -3.59741 0.86917
C -4.01528 -3.31753 1.19712
C -4.32323 -2.17053 1.91857
C -3.31165 -1.31064 2.31993
H 0.12869 1.65681 3.27488
H 0.38941 2.35628 5.63914
H -0.39060 0.87260 7.45576
H -1.43061 -1.30018 6.91778
H -1.69860 -1.99614 4.56993
H -0.65311 -2.92946 0.99403
H -2.45265 -4.50469 0.33069
H -4.80119 -4.00396 0.91035
H -5.34946 -1.95864 2.18824
H -3.54387 -0.42933 2.90582
N 3.66055 3.69726 -0.33334
C 2.63032 4.13796 0.66632
C 1.47684 3.11894 0.64907
O 0.55053 3.28058 1.40226
O 1.65841 2.16107 -0.21648
H 3.83038 4.38438 -1.06549
H 3.19699 2.83724 -0.72854
H 4.55478 3.45768 0.09023
H 2.24424 5.11790 0.39971
H 3.05637 4.19143 1.66410
```

The Löwdin scheme yields these atomic charges, measured in e:
1. Ti 0.9779
2. Br 0.8002
3. C -0.6841
4. C -0.1013
5. C -0.0182
6. C -0.2663
7. C -0.0263
8. C -0.1045
9. N 0.0288
10. C -0.0530
11. C -0.2440
12. C 0.0123
13. C -0.0173
14. C -0.0085
15. C -0.0800
16. N 0.0272
17. H 0.1130
18. H 0.1181
19. H 0.1008
20. H 0.1100
21. H 0.1473
22. H 0.1281
23. H 0.1266
24. H 0.1239
25. H 0.1139
26. N 0.1553
27. C -0.0371
28. C -0.1051
29. N 0.0351
30. C -0.2456
31. C -0.2484
32. N 0.0384
33. C -0.0663
34. C -0.0288
35. N 0.1471
36. H 0.1731
37. H 0.1303
38. H 0.1220
39. H 0.1056
40. H 0.1295
41. H 0.1732
42. N 0.0024
43. C -0.2697
44. C -0.1753
45. C -0.0226
46. C -0.0623
47. C -0.0597
48. C -0.0582
49. C -0.0210
50. C -0.1916
51. C -0.0460
52. C -0.0741
53. C -0.0720
54. C -0.0634
55. C -0.0286
56. H 0.0887
57. H 0.1086
58. H 0.1124
59. H 0.1127
60. H 0.1204
61. H 0.1090
62. H 0.1087
63. H 0.1097
64. H 0.1111
65. H 0.1261
66. N 0.1901
67. C -0.0198
68. C -0.6084
69. O 0.0846
70. O -0.1825
71. H 0.1716
72. H 0.1365
73. H 0.1710
74. H 0.1443
75. H 0.1447